(1)
Computed, not measured: a structure of composition C10H15BrN5Zn in a non-equilibrium geometry, with ωB97M-V with the def2-TZVPD basis set.

```
! RIJCOSX wB97M-V def2-TZVPD def2/J DEFGRID3
* xyz 1 1
Zn 9.37100 9.97629 8.44874
Br 8.97567 9.77666 10.81066
C 5.28705 10.59214 9.90941
C 6.42882 10.52985 8.88439
N 7.30101 10.42245 8.13866
H 4.49954 9.99854 9.51227
H 5.03641 11.67580 10.03708
H 5.60417 9.97288 10.77309
C 8.97857 5.32470 8.10667
C 9.18875 6.78908 7.96706
N 9.42107 7.90159 7.86753
H 9.33745 5.08211 9.05242
H 9.53060 4.86213 7.30331
H 8.03359 5.02536 7.95840
C 11.81423 11.58444 4.80216
C 10.87698 10.92468 5.74422
N 10.14537 10.42429 6.47520
H 11.79088 12.61655 5.06279
H 11.44564 11.56701 3.78868
H 12.82743 11.12623 4.75229
C 13.43164 9.19721 10.62337
C 12.49449 9.63812 9.60660
N 11.67970 9.99769 8.87026
H 14.33718 8.83357 10.16443
H 13.08539 8.41617 11.26422
H 13.77691 10.05800 11.30095
C 10.11943 14.48280 10.01783
C 9.85709 13.25623 9.29650
N 9.65335 12.30355 8.67682
H 11.15357 14.35849 10.43848
H 9.37242 14.53743 10.78319
H 10.12387 15.34552 9.41723
*
```

Computed properties:
gap between HOMO and LUMO = 9.45 eV
E = -136519.62115 eV
F_max = 4.062 eV/Å
E_LUMO = -1.93 eV



(2)
Computed, not measured: a structure of composition C10H15Cl2LaNS in a non-equilibrium geometry, with ωB97M-V with the def2-TZVPD basis set.

```
! RIJCOSX wB97M-V def2-TZVPD def2/J DEFGRID3
* xyz -1 1
La 0.68806 -0.29042 0.01204
Cl 0.34952 -2.87921 -0.44225
Cl 1.77444 2.01059 0.79353
C 2.41005 -0.25855 -1.74373
H 3.06426 0.41006 -1.15913
H 2.75313 -1.28898 -1.89677
C -1.04101 0.51413 -1.13537
C 1.24534 0.19663 -2.35794
H -1.74209 0.51948 -0.25381
C 0.72937 -0.61030 -3.52640
H 0.85963 1.21481 -2.21751
C -0.50842 -0.06428 -4.24251
H 1.54569 -0.63628 -4.27243
H 0.57648 -1.65823 -3.20200
C -1.79213 -0.14593 -3.40970
H -0.33194 0.97553 -4.53389
H -0.65253 -0.63254 -5.16991
C -1.79955 0.96571 -2.32776
H -2.64910 -0.02385 -4.08494
H -1.85756 -1.14142 -2.95080
H -1.33984 1.87642 -2.73908
H -2.84008 1.18952 -2.04397
S -1.72419 -0.74759 4.51263
C -0.02453 -1.12902 4.76667
C 0.67502 -0.99181 3.59010
N -0.12050 -0.59765 2.50319
C -1.40686 -0.42512 2.83488
H 0.39248 -1.42836 5.71729
H 1.74753 -1.15644 3.44087
H -2.19337 -0.11958 2.13914
*
```

Computed properties:
gap between HOMO and LUMO = 4.04 eV
E = -48842.96666 eV
relative energy (zero: lowest compared OMol25 entry of this formula, charge and spin) = 0.00 kcal per mole
F_max = 5.289 eV/Å
E_LUMO = 2.26 eV



(3)
Computed, not measured: the ion C10H15Cl2N2 with charge +1 in a non-equilibrium geometry, with ωB97M-V with the def2-TZVPD basis set.

```
! RIJCOSX wB97M-V def2-TZVPD def2/J DEFGRID3
* xyz 1 1
Cl -3.51257 1.98948 0.57760
C -4.16670 0.70533 -0.45196
C -3.11470 -0.38920 -0.38131
C -2.04858 -0.98951 -0.46116
C -0.82536 -1.77486 -0.37910
Cl -0.96520 -3.42968 0.28323
C 0.11593 -0.94591 0.55368
C 1.68697 -1.37146 0.51102
N 2.39108 -0.19253 0.10717
C 2.01862 0.21034 -1.24565
C 0.61606 0.75612 -1.17400
N 0.06728 0.47753 0.16321
C 0.81858 1.29128 1.15103
C 2.31252 0.85564 1.10307
H -5.09121 0.31895 -0.09421
H -4.27368 1.19016 -1.40908
H -0.41529 -2.01234 -1.36297
H -0.30888 -1.13408 1.58891
H 1.94632 -1.59146 1.50146
H 1.72832 -2.24710 0.01796
H 1.97376 -0.67478 -1.97638
H 2.72275 0.90864 -1.66941
H 0.65623 1.80461 -1.26247
H -0.04069 0.34570 -1.92531
H -1.00102 0.57774 0.12771
H 0.38073 1.08492 2.20613
H 0.74566 2.32124 1.04409
H 2.99703 1.68161 0.80747
H 2.58604 0.23360 2.04925
*
```

Computed properties:
gap between HOMO and LUMO = 9.84 eV
E = -38628.63599 eV
relative energy (zero: lowest compared OMol25 entry of this formula, charge and spin) = 0.00 kcal per mole
structure (SMILES) = ClCC#C[C@H](Cl)[C@H]1CN2CC[NH+]1CC2
F_max = 5.188 eV/Å
E_LUMO = -2.78 eV